# 1
Below is a single C4H9NO molecule, with properties calculated with ωB97M-V/def2-TZVPD.

```
15
Properties=species:S:1:pos:R:3
H 2.2981 -0.7112 0.6649
H 0.8433 2.2099 -0.6416
H -2.0626 -0.6862 1.3964
N 0.4986 0.1317 -0.1857
H 2.5170 0.0676 -0.9444
H 1.7301 -1.5015 -0.7633
H 0.2135 1.9307 0.9969
C 1.8414 -0.5069 -0.3140
C -1.9041 -0.5338 0.3230
H -0.8339 1.7670 -0.4080
C -0.4477 -0.8335 0.0375
H -2.4504 -1.3260 -0.1936
O -0.1254 -2.0154 0.0373
C 0.1843 1.5668 -0.0443
H -2.3021 0.4408 0.0389
```

Results
Relative energy (zero: lowest compared OMol25 entry of this formula, charge and spin) ... 0.949 eV
Structure (SMILES) ... CC(=O)N(C)C



# 2
Below is C13H19Cl2GaN as an isolated structure at a distorted geometry, with properties calculated with ωB97M-V/def2-TZVPD.

```
36
Properties=species:S:1:pos:R:3
C 1.4652 -2.7230 -0.3090
C -2.0758 1.4487 3.1558
H -2.4044 0.8845 5.2077
H -0.1519 -0.9253 -2.7783
C -0.9175 3.3385 -1.7538
H -1.3929 -0.5874 3.4977
C -1.6247 2.1973 0.9217
C 0.4358 -1.9480 -1.0736
H 3.2240 -1.4691 -0.4551
H -1.6475 2.9740 0.1517
H 3.9825 -2.2077 -2.6765
C 2.9670 -2.4556 -2.3473
C 0.6632 -1.3875 -2.2148
H 3.5751 -3.2059 -0.4099
N -1.0642 1.0403 0.5640
Cl -1.8409 0.6625 -3.0631
H -0.5049 -0.8672 1.1930
H -3.7198 1.8449 4.4981
C 1.9560 -1.4799 -2.9784
C -2.1522 2.4469 2.1871
C 2.8966 -2.4503 -0.8203
H 2.4108 -0.4843 -3.0650
Cl 1.7150 1.3211 -1.1795
H -2.5961 3.4223 2.3760
C -2.6295 1.7089 4.5259
H 1.7553 -1.8091 -4.0057
C -0.9805 0.0716 1.4893
H 1.2739 -3.8066 -0.3902
H -1.6204 3.6978 -2.5176
H 1.3934 -2.4814 0.7603
Ga -0.3270 1.6169 -1.8160
H -0.5593 -1.9106 -0.6155
H -2.2091 2.6325 4.9464
C -1.4783 0.2347 2.7914
H -0.5430 4.1172 -1.0779
H 2.7261 -3.4617 -2.7187
```

Results
Charge ... -1
Relative energy (zero: lowest compared OMol25 entry of this formula, charge and spin) ... 0.725 eV



# 3
Below is C25H29HfN3O4Se2 as an isolated structure at a distorted geometry, with properties calculated with ωB97M-V/def2-TZVPD.

```
64
Properties=species:S:1:pos:R:3
H 7.3966 18.0398 13.3263
C 8.3708 18.5972 11.5114
Hf 9.1468 12.1646 8.9270
N 9.2603 10.0118 7.7128
H 7.1651 8.5792 9.7225
C 8.5605 7.6754 7.8225
H 11.3822 8.0087 6.0308
C 10.7832 9.2002 12.1077
C 8.1821 16.3232 12.2841
H 9.8793 11.7541 12.9900
N 9.2565 12.3791 11.1609
Se 6.5200 13.5460 7.9800
C 8.9898 14.4938 10.8251
H 9.7527 6.2646 6.6923
H 8.1883 19.6650 11.6507
H 8.9621 15.6405 5.8884
C 7.5749 15.0834 7.3911
H 11.5779 7.2315 12.2657
H 7.7996 15.6027 13.0064
H 9.8338 16.5215 9.3113
O 12.8216 9.8159 8.5978
O 10.9338 11.5737 9.3309
C 11.5521 8.1391 11.6410
H 8.2651 15.3191 8.2049
C 8.8722 15.9204 11.1318
H 6.5794 14.7902 10.2469
H 9.0313 11.1540 4.7327
H 14.6096 10.2198 9.6129
C 9.3183 16.8491 10.2038
H 12.8459 7.5516 9.9685
Se 9.4924 13.2123 6.1604
C 7.9403 17.6696 12.4619
C 9.0837 18.1956 10.3887
C 10.5981 10.3794 11.3837
O 9.2272 14.1202 9.5699
H 7.4742 11.7823 5.3541
H 7.2771 10.6654 10.5826
C 5.8576 14.2255 9.6838
C 7.3031 9.3932 9.0026
H 7.6604 14.6451 5.2918
H 9.4190 18.9530 9.7011
H 14.6036 8.7482 8.6253
H 5.4668 13.3864 10.2642
C 12.2094 8.3093 10.4133
C 9.8884 11.5524 11.9298
C 12.0951 9.5040 9.7084
H 7.8409 6.9611 8.2280
C 14.2615 9.7765 8.6754
C 8.4367 9.0466 8.1179
H 6.3571 9.5293 8.4396
H 10.2986 9.1483 13.0908
H 5.0159 14.8576 9.4560
H 6.8957 15.9355 7.2692
C 8.4478 12.0430 4.9476
C 10.3300 9.5701 6.9837
C 11.2011 10.4906 10.1230
H 8.3373 12.6120 4.0253
H 14.6422 10.3323 7.8122
H 11.0068 10.3358 6.6684
C 10.4973 8.2554 6.5846
N 8.8480 13.6187 11.7440
C 9.5965 7.2865 7.0016
O 7.6507 10.6039 9.6979
C 8.3373 14.7860 6.1304
```

Results
Charge ... +2
Relative energy (zero: lowest compared OMol25 entry of this formula, charge and spin) ... 0.000 eV



# 4
Below is C13H12I2N2O7RhS2 as an isolated structure at a distorted geometry, with properties calculated with ωB97M-V/def2-TZVPD.

```
39
Properties=species:S:1:pos:R:3
C 0.9259 -2.8614 2.7546
I 1.5756 -2.8050 0.7304
C 0.1024 -1.6272 3.0539
I -4.5753 -4.3351 0.6174
H 0.2824 -3.7331 2.8550
C 0.3699 4.2885 -0.9959
C -1.2635 -1.9310 -1.8888
H -0.5148 -1.3321 -2.3873
H -3.6280 -4.2879 -2.3740
S 2.1855 0.6582 -0.5129
O -1.9631 3.0972 0.0995
C 0.5340 2.9652 -0.6380
C -2.3407 -2.4011 0.1096
O -0.7186 -1.1896 2.2225
C 2.7993 3.0594 -1.4796
H -0.3330 -0.2461 4.4420
C -3.0066 -3.5623 -1.8668
C 1.4072 5.0060 -1.5854
H 3.7472 2.5749 -1.6629
O 1.8145 0.3792 0.9031
H 1.7996 -2.9610 3.3909
H 3.4293 4.9385 -2.2903
N 0.2160 -1.0717 4.2425
C -2.0515 -2.8409 -2.5622
H -0.5854 4.7575 -0.8062
O 3.5404 0.4235 -0.8597
C 1.7745 2.3394 -0.8878
S -0.8923 2.1586 0.0562
N -1.4071 -1.7248 -0.5726
O -1.0908 0.9430 -0.8280
H -1.9121 -2.9763 -3.6249
O -0.5039 1.5891 1.3399
Rh -0.0311 -0.5569 0.3328
H 1.2538 6.0423 -1.8531
H -2.4352 -2.1676 1.1586
C -3.1588 -3.3297 -0.5084
H 0.8511 -1.4205 4.9413
O 1.1848 -0.2525 -1.2368
C 2.6181 4.3930 -1.8286
```

Results
Charge ... +1
Relative energy (zero: lowest compared OMol25 entry of this formula, charge and spin) ... 0.425 eV



# 5
Below is a 3-piece molecular cluster, C4H7NO overall at a distorted geometry, with properties calculated with ωB97M-V/def2-TZVPD.

```
13
Properties=species:S:1:pos:R:3
H -1.5502 -0.5747 0.7309
C -0.7783 -0.5376 1.5237
H 0.9619 -1.6618 0.1695
H -0.7787 1.5596 0.1979
C 0.6111 0.5819 -1.0356
H 1.2017 -1.3681 -0.4703
H 0.9776 1.5351 0.8131
H -0.7969 0.3493 2.1814
H 1.6485 0.3762 -1.2737
O 0.0127 -1.4289 1.7119
C 0.2501 1.2460 0.0627
N -1.2211 -0.2385 -2.6805
C -0.3830 0.1218 -1.9671
```

Results
Relative energy (zero: lowest compared OMol25 entry of this formula, charge and spin) ... 4.133 eV
Structure (SMILES) ... C=CC#N.[H][H].C=O



# 6
Below is an isolated ion of composition C11H14NO2 and charge +1 at a distorted geometry, with properties calculated with ωB97M-V/def2-TZVPD.

```
28
Properties=species:S:1:pos:R:3
C -2.7092 1.9956 1.0660
O 1.8107 -2.1894 1.9013
C -1.8286 0.5141 2.7002
H -1.1328 2.7578 -0.2644
H -0.3204 -2.7856 -0.1068
H -0.3621 -0.3835 -1.2503
C -2.9033 1.1499 2.1371
O 1.9414 0.5095 0.4084
C 1.4612 -1.5057 1.0270
H 2.0324 -1.7126 -2.5352
C -0.5161 0.7209 2.2936
C 1.0620 1.9269 0.9437
C 0.0826 -2.4544 -1.0106
N 1.1118 -0.5957 0.2207
C 1.4906 -0.7346 -2.2446
C -1.3572 2.2491 0.7033
H 1.2129 2.5965 0.0541
H 2.2102 -0.0758 -1.9198
H 1.7732 2.2435 1.8152
H -0.6490 -2.7154 -1.7611
C -0.2741 1.6306 1.3252
H 0.9320 -0.3962 -3.1589
C 0.4995 -0.9877 -1.0808
H 0.1643 0.1785 3.0012
H -2.0166 -0.2433 3.3717
H 0.8168 -3.1458 -1.2528
H -3.8775 1.1314 2.5727
H -3.4988 2.3999 0.5879
```

Results
Charge ... +1
Relative energy (zero: lowest compared OMol25 entry of this formula, charge and spin) ... 6.156 eV
Structure (SMILES) ... CC(C)[N+](=C=O)OCc1ccccc1



# 7
Below is a 2-piece molecular cluster, C4H8O3 overall, with properties calculated with ωB97M-V/def2-TZVPD.

```
15
Properties=species:S:1:pos:R:3
C -0.4421 -1.0002 -0.0893
C 1.9622 0.8986 1.9200
C -1.2318 0.2704 -2.4478
H -2.0632 -1.1593 -3.2874
O -2.2914 -0.4890 -2.6245
H 1.3803 1.1540 2.8094
O -0.4673 1.1806 0.9420
C 0.0960 0.1292 0.7402
O 1.3277 -0.1515 1.1935
H -1.5583 0.9794 -1.6509
H 0.0129 -1.9574 0.1631
H 2.0653 1.7892 1.2941
H 2.9412 0.5071 2.1975
H -1.5293 -1.0404 0.0034
H -0.1764 -0.7852 -1.1376
```

Results
Relative energy (zero: lowest compared OMol25 entry of this formula, charge and spin) ... 3.897 eV



# 8
Below is an isolated ion of composition C2H10N6 and charge +2 at a distorted geometry, with properties calculated with ωB97M-V/def2-TZVPD.

```
18
Properties=species:S:1:pos:R:3
H -0.9226 -1.8939 -0.3440
N -2.1931 0.1092 2.8117
H 2.1267 1.9971 -1.0632
C -1.2138 -0.6461 2.4326
H 2.5161 0.7245 -0.2600
H 0.6945 -1.7879 -2.1566
H -0.0771 -0.3710 -2.8491
N 0.4822 0.9505 -0.4684
H 1.6388 0.3694 -1.7519
N 1.8777 1.0909 -0.8839
H -2.4561 0.1623 3.8030
N -0.8200 -0.6291 1.2200
H -0.4078 -0.9116 3.1441
H -0.0663 1.8904 -0.9542
C -0.6132 -0.9615 0.0775
N 0.5065 -0.7359 -2.1128
H -2.8911 0.6520 2.1935
N 0.0158 -0.2455 -0.8852
```

Results
Charge ... +2
Relative energy (zero: lowest compared OMol25 entry of this formula, charge and spin) ... 3.128 eV
Structure (SMILES) ... NN(/C=N/C=[NH2+])N[NH3+]



# 9
Below is a single C2H3N3O2 molecule at a distorted geometry, with properties calculated with ωB97M-V/def2-TZVPD.

```
10
Properties=species:S:1:pos:R:3
N 0.0344 1.1989 -0.1906
C -0.3551 -0.1170 0.0020
N -1.7013 -0.5140 -0.0843
N 0.6372 -1.0032 0.1225
H -0.3506 1.6558 0.6090
H -1.8129 -1.5137 0.2236
O 1.4597 1.2575 0.0450
O 2.8712 -0.7200 -0.1837
H -2.5841 -0.0165 -0.5701
C 1.8015 -0.2276 0.0265
```

Results
Relative energy (zero: lowest compared OMol25 entry of this formula, charge and spin) ... 2.394 eV
Structure (SMILES) ... Nc1nc(=O)o[nH]1



# 10
Below is a 2-piece molecular cluster, C5H12NO2 overall, with properties calculated with ωB97M-V/def2-TZVPD.

```
20
Properties=species:S:1:pos:R:3
C -1.0931 0.7158 2.3550
O 1.3023 0.6888 -0.0674
H 0.5011 0.2885 0.4332
H 2.5062 -0.2083 -3.0200
H -1.3002 -0.9972 1.2845
H 1.7731 -2.1411 -1.7350
C 1.6050 -0.0760 -1.1250
H 0.1636 -1.6713 -1.1643
C 2.2190 0.4329 -2.1962
C -1.9661 0.4640 0.0667
O -2.3091 0.8563 2.8191
C 1.2313 -1.5324 -1.0057
H 2.4444 1.4864 -2.2457
H -1.9837 -0.1411 -0.8400
H 1.4597 -1.8856 -0.0009
H -0.5486 1.6671 2.1137
N -0.9877 -0.0659 1.0173
H -2.9564 0.5244 0.5221
H -0.3991 0.1195 3.0007
H -1.6615 1.4755 -0.2120
```

Results
Charge ... -1
Relative energy (zero: lowest compared OMol25 entry of this formula, charge and spin) ... 2.724 eV



# 11
Below is a single C4H7FN2O molecule at a distorted geometry, with properties calculated with ωB97M-V/def2-TZVPD.

```
15
Properties=species:S:1:pos:R:3
H -1.9809 -1.2028 -1.0065
H -0.6896 0.6904 -0.8337
H -1.5083 -2.5960 -2.1498
C 1.1249 1.3057 0.0635
N 0.5552 -0.9703 -0.3958
C -0.0577 0.2913 -0.0200
N 0.0043 -1.9064 -1.1849
H 1.5684 -1.0028 -0.3682
C -1.2391 -1.8744 -1.4581
H -0.1150 0.0998 2.1374
O 2.2874 0.9880 -0.0415
H -1.6367 -0.4549 1.3773
C -0.8465 0.3172 1.2856
F -1.3974 1.5655 1.4174
H 0.8330 2.3702 0.2584
```

Results
Relative energy (zero: lowest compared OMol25 entry of this formula, charge and spin) ... 2.590 eV
Structure (SMILES) ... C=NN[C@H](C=O)CF



# 12
Below is an isolated ion of composition C13H13N2 and charge +1 at a distorted geometry, with properties calculated with ωB97M-V/def2-TZVPD.

```
28
Properties=species:S:1:pos:R:3
N -1.8915 -2.6798 0.1218
H -3.1451 -1.9931 1.1167
C -0.9581 0.0035 -0.2142
H 0.4364 1.0647 2.1977
H 3.5912 -2.9604 -0.0360
C 0.1132 1.6718 1.2145
C 0.2087 2.0530 -1.2006
C 0.9806 -1.3447 -0.1202
C 3.1396 -2.0055 0.0429
C -3.2793 -0.4781 -0.0975
H 4.6495 -0.5248 -0.1041
N 1.7998 -2.3151 0.0465
C -3.0674 -1.9351 0.0938
H -3.8354 -2.6100 -0.4473
H 0.3394 1.4140 -2.0568
H -2.5005 1.4651 -0.0310
C 2.6715 0.3704 0.0216
C -0.4406 -1.2675 -0.2088
C 1.3506 0.0184 -0.1104
H 0.6122 2.7475 1.2285
H -4.3649 -0.1629 -0.1947
H 3.0282 1.4338 -0.0243
C -2.3071 0.4180 -0.0389
H -1.0048 2.0636 1.3547
H -0.7470 2.4152 -1.4670
C 0.2060 0.9845 -0.1071
C 3.5675 -0.7162 0.0273
H 0.8476 2.8696 -1.0072
```

Results
Charge ... +1
Relative energy (zero: lowest compared OMol25 entry of this formula, charge and spin) ... 7.172 eV